{"formula": "C36H69N5O18P4S", "method": "ωB97M-V/def2-TZVPD", "elements": ["C", "O", "P", "O", "O", "C", "O", "C", "H", "H", "H", "H", "H", "H", "H", "H", "H", "C", "O", "P", "O", "O", "C", "O", "C", "H", "H", "H", "H", "H", "H", "H", "H", "H", "C", "O", "P", "O", "O", "C", "O", "C", "H", "H", "H", "H", "H", "H", "H", "H", "H", "C", "O", "P", "O", "O", "C", "O", "C", "H", "H", "H", "H", "H", "H", "H", "H", "H", "O", "S", "O", "C", "C", "C", "C", "H", "H", "H", "H", "H", "H", "H", "H", "C", "C", "C", "N", "C", "H", "H", "H", "H", "H", "C", "C", "C", "N", "C", "H", "H", "H", "H", "H", "C", "C", "C", "N", "C", "H", "H", "H", "H", "H", "C", "C", "C", "N", "C", "H", "H", "H", "H", "H", "C", "C", "C", "N", "C", "H", "H", "H", "H", "H"], "coordinates": [[9.1421, -11.8711, 15.2419], [10.3712, -11.6282, 14.5512], [11.1862, -12.8563, 13.9563], [10.6430, -13.4641, 12.7521], [12.6305, -12.2583, 13.7860], [13.1864, -11.9661, 12.4992], [11.3354, -13.8424, 15.1779], [11.9376, -13.4140, 16.4004], [8.4262, -11.1152, 14.9279], [9.3060, -11.7965, 16.3187], [8.7464, -12.8657, 15.0345], [12.5498, -11.3045, 11.9136], [13.3656, -12.8822, 11.9397], [14.1435, -11.4729, 12.6618], [11.9794, -14.2823, 17.0486], [11.3391, -12.6278, 16.8667], [12.9344, -13.0084, 16.2230], [15.5220, -6.7620, 16.5505], [15.0351, -7.7707, 17.4381], [15.6690, -9.2063, 17.4330], [17.0874, -9.3430, 17.7301], [14.7560, -9.9703, 18.4556], [13.3404, -10.0975, 18.2483], [15.2709, -9.7815, 15.9956], [15.7052, -11.1058, 15.6828], [15.8426, -7.1757, 15.5976], [16.3528, -6.2043, 16.9860], [14.7123, -6.0533, 16.3889], [13.1102, -11.1618, 18.1911], [13.0265, -9.5715, 17.3491], [12.8315, -9.7020, 19.1257], [16.2925, -11.5712, 16.4748], [16.3784, -11.0684, 14.8234], [14.8491, -11.7201, 15.4069], [6.7716, -6.6112, 13.1330], [6.3150, -7.5645, 14.0973], [4.8288, -7.5528, 14.6507], [3.7960, -7.9704, 13.7268], [4.6196, -6.0974, 15.2266], [5.4955, -5.5630, 16.2215], [5.0030, -8.4214, 15.9706], [5.5627, -9.7188, 15.8356], [6.0176, -5.8900, 12.8267], [7.1272, -7.0844, 12.2155], [7.6585, -6.1501, 13.5650], [5.8164, -4.5721, 15.9113], [6.3751, -6.1968, 16.3579], [4.9811, -5.5142, 17.1798], [4.9496, -10.4499, 16.3649], [6.5726, -9.7448, 16.2508], [5.5998, -10.0717, 14.8017], [12.6633, -8.9518, 14.4270], [11.4937, -8.1369, 14.3591], [11.2009, -6.9549, 15.3237], [12.2739, -6.0142, 15.6391], [10.6078, -7.6643, 16.6202], [9.3763, -8.3836, 16.5265], [9.9247, -6.3011, 14.6526], [9.7486, -4.8991, 14.9233], [12.5399, -9.9482, 14.8523], [13.3896, -8.4400, 15.0586], [13.0160, -9.0615, 13.4049], [8.9451, -8.3636, 15.5256], [8.6694, -7.9288, 17.2224], [9.5651, -9.4202, 16.8121], [8.9813, -4.8030, 15.6942], [9.4195, -4.3709, 14.0326], [10.6448, -4.4479, 15.3327], [7.2201, -7.6029, 9.7555], [8.1732, -8.6759, 9.6565], [8.3248, -9.4531, 8.4548], [9.7848, -8.1002, 10.1979], [10.3465, -9.2972, 10.9182], [9.2398, -9.8007, 11.8406], [7.9531, -9.8491, 11.0228], [9.5862, -7.2750, 10.8831], [10.3745, -7.7424, 9.3584], [10.7357, -10.0702, 10.2503], [11.2503, -9.0229, 11.4783], [9.1200, -9.1310, 12.6959], [9.5097, -10.7800, 12.2378], [7.0730, -9.5174, 11.5721], [7.7416, -10.8126, 10.5660], [16.0033, -9.2712, 11.2811], [15.2420, -8.1033, 11.5299], [15.4879, -7.7379, 12.8317], [16.3693, -8.6330, 13.3618], [16.7354, -9.5491, 12.4124], [16.1315, -9.8002, 10.3495], [14.6252, -7.5450, 10.8454], [15.1578, -6.8697, 13.3778], [16.6948, -8.5737, 14.3106], [17.4157, -10.3614, 12.5974], [9.8371, -9.3375, 22.6528], [10.3748, -8.5787, 21.5874], [9.5366, -8.7400, 20.5131], [8.5720, -9.6409, 20.8706], [8.7268, -9.9825, 22.1796], [10.2237, -9.4396, 23.6529], [11.2563, -7.9587, 21.5783], [9.5914, -8.3253, 19.5200], [7.8888, -10.0582, 20.2654], [8.0908, -10.7154, 22.6439], [11.6332, -3.4248, 11.0174], [11.8763, -4.8191, 10.9014], [12.2310, -5.2768, 12.1415], [12.1844, -4.2204, 13.0093], [11.9126, -3.0795, 12.3134], [11.3706, -2.7494, 10.2208], [11.8459, -5.4563, 10.0349], [12.5331, -6.2534, 12.4863], [12.3765, -4.2338, 13.9992], [11.8004, -2.1374, 12.8232], [9.3414, -3.3962, 18.0963], [10.4191, -4.2959, 18.3851], [9.9085, -5.2598, 19.2049], [8.5816, -4.9981, 19.4144], [8.2299, -3.8577, 18.7402], [9.4741, -2.4755, 17.5515], [11.4172, -4.2401, 17.9849], [10.3355, -6.1320, 19.6699], [7.9620, -5.5718, 19.9578], [7.2280, -3.4651, 18.7801], [13.2296, -2.0812, 15.4989], [13.8488, -1.2674, 14.5073], [15.0088, -1.8792, 14.1346], [15.1115, -3.0468, 14.8527], [14.0570, -3.1524, 15.7121], [12.2753, -1.9130, 15.9705], [13.4740, -0.3474, 14.0896], [15.7546, -1.6684, 13.3885], [15.9222, -3.6386, 14.8394], [13.9004, -3.9994, 16.3590]], "forces_ev_per_angstrom": [[-0.110, -0.141, 0.036], [0.137, 0.259, 0.192], [0.098, -0.154, -0.232], [-0.327, -0.156, -0.071], [0.244, 0.388, 0.295], [0.352, 0.020, -0.364], [0.002, -0.248, 0.071], [-0.041, 0.264, 0.003], [-0.007, 0.004, -0.048], [0.032, 0.078, -0.030], [-0.023, 0.042, -0.142], [-0.140, -0.022, 0.100], [-0.160, -0.056, 0.042], [-0.057, 0.055, 0.132], [0.057, -0.002, 0.035], [-0.043, -0.082, 0.038], [0.047, -0.175, -0.026], [0.053, 0.676, 0.034], [-0.125, 0.203, -0.361], [0.221, -0.481, 0.306], [0.247, 0.146, -0.005], [-0.204, -0.159, 0.176], [0.093, -0.113, 0.313], [-0.195, 0.223, 0.078], [0.578, -0.392, -0.537], [-0.100, -0.080, -0.038], [0.084, -0.312, 0.190], [-0.153, -0.259, -0.115], [0.013, 0.031, -0.186], [-0.132, -0.024, 0.012], [0.010, 0.172, -0.086], [-0.268, 0.116, 0.255], [-0.161, 0.146, -0.052], [-0.105, 0.077, 0.144], [0.758, 0.071, -0.464], [0.164, -0.278, -0.047], [0.287, 0.455, 0.271], [-0.365, -0.121, -0.367], [-0.217, 0.035, 0.100], [0.308, -0.212, 0.164], [0.118, -0.035, -0.023], [0.025, -0.859, -0.052], [-0.111, 0.067, 0.315], [-0.343, -0.383, 0.119], [-0.226, 0.354, 0.071], [-0.079, 0.046, -0.036], [0.020, 0.061, -0.104], [-0.150, 0.070, -0.079], [-0.069, 0.257, 0.169], [-0.012, 0.163, -0.010], [0.022, 0.275, -0.043], [0.791, 0.278, 0.261], [-0.553, -0.606, -0.824], [-0.933, 0.076, 0.670], [0.591, -0.160, 0.093], [0.246, 0.132, 0.204], [-0.025, -0.165, 0.138], [0.551, 0.103, -0.429], [-0.858, 0.404, 0.569], [-0.767, 0.128, 0.032], [0.283, -0.021, -0.337], [0.254, 0.079, 0.057], [0.051, 0.061, -0.025], [-0.006, -0.015, -0.021], [-0.019, 0.056, 0.024], [-0.055, -0.021, -0.054], [0.168, -0.238, -0.221], [0.133, -0.006, -0.155], [-0.186, 0.078, -0.201], [0.397, -0.346, 0.449], [-0.090, 0.189, -0.261], [-0.162, 0.121, -0.226], [1.184, 0.037, 0.554], [0.168, -0.476, 0.088], [-0.412, 0.277, -0.017], [0.103, 0.032, 0.048], [-0.135, -0.045, -0.148], [-0.558, -0.032, -0.281], [-0.277, 0.199, 0.186], [0.068, 0.118, -0.083], [-0.179, -0.017, -0.011], [-0.004, -0.044, 0.046], [0.138, -0.040, -0.033], [0.627, -0.066, -0.206], [-0.080, 0.156, 0.243], [0.001, 0.052, -0.381], [0.247, 0.260, 0.133], [-0.715, -0.079, -0.059], [-0.213, 0.023, -0.006], [-0.043, -0.092, -0.064], [-0.108, -0.079, 0.093], [0.160, -0.269, -0.056], [0.097, 0.081, 0.163], [0.080, -0.256, 0.307], [-0.187, 0.446, -0.237], [0.356, -0.329, -0.260], [-0.380, 0.125, -0.086], [0.254, -0.305, 0.084], [0.053, 0.072, -0.014], [-0.027, 0.046, 0.172], [-0.015, -0.084, -0.034], [-0.049, 0.208, -0.058], [-0.085, 0.068, 0.046], [0.460, 0.014, -0.306], [0.099, -0.313, 0.047], [-0.112, -0.062, 0.496], [0.559, 0.279, -0.146], [-0.978, 0.026, 0.171], [-0.046, 0.022, 0.022], [-0.106, 0.164, -0.221], [-0.115, -0.041, -0.049], [0.250, -0.201, -0.050], [0.130, -0.016, -0.032], [0.788, 0.004, 0.073], [-0.455, 0.228, -0.108], [-0.098, -0.477, 0.152], [-0.030, 0.149, -0.182], [-0.181, 0.013, 0.012], [-0.342, -0.020, -0.127], [0.077, -0.029, 0.134], [0.210, 0.068, -0.088], [0.042, 0.051, 0.055], [0.000, 0.006, 0.059], [0.147, 0.116, -0.133], [-0.151, 0.223, -0.097], [0.121, -0.592, 0.022], [0.207, 0.231, 0.140], [-0.452, -0.198, -0.006], [0.049, 0.053, 0.119], [-0.033, 0.005, 0.039], [-0.054, 0.268, -0.003], [-0.077, -0.075, 0.009], [0.169, -0.018, -0.025]], "lowdin_charge": [-0.09, -0.24, 0.32, -0.20, -0.23, -0.06, -0.19, -0.08, 0.08, 0.08, 0.10, 0.08, 0.10, 0.08, 0.10, 0.07, 0.07, -0.07, -0.18, 0.31, -0.21, -0.19, -0.06, -0.25, -0.07, 0.06, 0.10, 0.06, 0.08, 0.07, 0.09, 0.10, 0.07, 0.07, -0.05, -0.23, 0.32, -0.20, -0.20, -0.09, -0.20, -0.11, 0.10, 0.06, 0.07, 0.09, 0.07, 0.09, 0.09, 0.07, 0.09, -0.06, -0.20, 0.35, -0.22, -0.21, -0.09, -0.21, -0.08, 0.08, 0.07, 0.08, 0.08, 0.08, 0.08, 0.08, 0.10, 0.06, -0.33, 0.67, -0.31, -0.23, -0.23, -0.20, -0.20, 0.10, 0.11, 0.12, 0.10, 0.11, 0.09, 0.09, 0.11, -0.11, -0.10, -0.16, 0.02, -0.14, 0.09, 0.09, 0.10, 0.12, 0.11, -0.11, -0.11, -0.15, 0.00, -0.14, 0.09, 0.09, 0.08, 0.14, 0.11, -0.10, -0.11, -0.14, 0.03, -0.14, 0.09, 0.08, 0.09, 0.09, 0.10, -0.12, -0.10, -0.14, 0.02, -0.15, 0.09, 0.09, 0.09, 0.14, 0.11, -0.12, -0.12, -0.13, 0.02, -0.16, 0.09, 0.10, 0.11, 0.14, 0.09], "e_homo_ev": -8.2, "gap_ev": 7.96, "smiles": "COP(=O)(OC)OC.COP(=O)(OC)OC.COP(=O)(OC)OC.COP(=O)(OC)OC.O=S1(=O)CCCC1.c1cc[nH]c1.c1cc[nH]c1.c1cc[nH]c1.c1cc[nH]c1.c1cc[nH]c1", "multiplicity": 1, "charge": 0}